Entry 1:
{
  "formula": "C18H31BBrInNO3",
  "method": "ωB97M-V with the def2-TZVPD basis set",
  "orbital_gap_ev": 6.99,
  "charge": -1,
  "elements": ["C", "C", "N", "C", "C", "In", "Br", "C", "O", "C", "C", "C", "C", "C", "C", "C", "C", "C", "C", "B", "C", "O", "C", "C", "O", "H", "H", "H", "H", "H", "H", "H", "H", "H", "H", "H", "H", "H", "H", "H", "H", "H", "H", "H", "H", "H", "H", "H", "H", "H", "H", "H", "H", "H", "H", "H"],
  "coordinates": [[5.2875, 2.3162, -0.0968], [4.4716, 1.3612, -1.1903], [3.4395, 0.5296, -0.4005], [2.5207, -0.1938, -1.3562], [2.0673, -1.6987, -0.8965], [0.8126, -1.7755, 1.0044], [2.1322, -2.8598, 3.0666], [-0.2054, 0.1797, 1.5280], [-0.4465, 1.0678, 0.3516], [-1.8002, 0.7911, -0.2227], [-2.0882, -0.4304, -1.3193], [-3.5628, -0.7922, -1.9451], [-3.7228, -2.0621, -2.9960], [-4.8941, 0.0795, -1.5176], [-4.6462, 1.3176, -0.4472], [-3.1505, 1.6749, 0.1982], [-3.0953, 2.9569, 1.2455], [-2.4337, 2.5173, 2.6936], [-2.2017, 4.1266, 0.4545], [-0.8971, -3.2762, 0.5738], [-1.9846, -3.4783, 1.8017], [-0.9743, -4.0253, -0.7267], [4.2333, -0.4008, 0.4867], [5.4106, -1.4415, 0.0208], [3.9748, -0.3318, 1.8154], [5.8847, 3.1944, -0.6080], [6.0687, 1.7013, 0.5324], [4.5253, 2.8456, 0.6517], [5.2311, 0.6684, -1.7939], [3.9521, 2.1164, -1.9451], [1.5569, 0.4990, -1.4779], [3.0096, -0.2167, -2.4445], [2.9636, -2.4866, -0.8607], [1.3538, -2.1076, -1.7623], [-1.2379, -0.0868, 2.0164], [0.5176, 0.7764, 2.2664], [-1.1270, -1.0609, -1.6193], [-3.7040, -3.0978, -2.4239], [-2.8554, -1.9708, -3.7770], [-4.7691, -1.9231, -3.5449], [-5.9245, -0.2046, -1.9967], [-5.6105, 1.9649, -0.1708], [-4.1867, 3.3553, 1.3923], [-1.2660, 2.6245, 2.6669], [-2.8878, 3.2147, 3.5252], [-2.7535, 1.3996, 2.9395], [-2.4135, 5.2055, 0.8562], [-1.0551, 3.8995, 0.5187], [-2.4933, 4.0537, -0.6959], [-1.3634, -3.6098, 2.8068], [-2.6402, -4.4443, 1.6909], [-2.5897, -2.4815, 1.9073], [-1.6592, -4.7731, -0.6017], [6.4256, -0.9225, -0.2970], [5.6808, -2.1135, 0.9690], [5.1203, -2.1714, -0.8462]]
}

Entry 2:
{
  "formula": "C18H31CaN2O8P2Se",
  "method": "ωB97M-V with the def2-TZVPD basis set",
  "orbital_gap_ev": 6.37,
  "relative_energy_kj_mol": 0.0,
  "charge": -1,
  "elements": ["Ca", "C", "C", "O", "P", "O", "O", "O", "P", "O", "O", "O", "H", "H", "H", "H", "H", "H", "H", "Se", "C", "C", "C", "C", "C", "C", "C", "O", "C", "C", "C", "H", "H", "H", "H", "H", "H", "H", "H", "H", "H", "H", "H", "C", "C", "N", "C", "C", "N", "C", "C", "H", "H", "H", "H", "H", "H", "H", "H", "H", "H", "H", "H"],
  "coordinates": [[0.5402, -1.3723, 0.7293], [4.0940, -2.7738, 1.5490], [4.1698, -1.7899, 0.3892], [5.4911, -1.9139, -0.1569], [3.9629, -0.0614, 0.9816], [4.7635, -0.0076, 2.3976], [2.5036, 0.1363, 1.3692], [4.5911, 0.8943, 0.0249], [2.8191, -2.1733, -0.8715], [3.6472, -2.6580, -2.1714], [1.9494, -3.2523, -0.2877], [2.0750, -0.9148, -1.2035], [4.9355, -2.6044, 2.2203], [4.1177, -3.7980, 1.1789], [3.1738, -2.6484, 2.1193], [5.5740, -1.2382, -0.8427], [5.7032, 0.1149, 2.2190], [2.0032, 1.4144, 0.7239], [3.8570, -3.5964, -2.0963], [-1.5005, -1.8092, 2.4817], [-6.6526, -2.9922, -1.7191], [-5.4751, -2.3478, -1.0369], [-4.1744, -2.6181, -1.4360], [-3.0681, -2.0607, -0.8023], [-1.7049, -2.4994, -1.2721], [-3.2586, -1.1789, 0.2761], [-2.1066, -0.5104, 0.9996], [-1.0835, -0.0848, 0.1841], [-4.5693, -0.9167, 0.7008], [-4.8417, -0.0443, 1.8994], [-5.6486, -1.4962, 0.0427], [-6.3992, -3.3002, -2.7346], [-7.5020, -2.3088, -1.7758], [-6.9862, -3.8830, -1.1799], [-4.0056, -3.2971, -2.2673], [-1.7934, -3.1682, -2.1295], [-1.2032, -3.0611, -0.4767], [-1.0862, -1.6506, -1.5578], [-2.5039, 0.3365, 1.5653], [-4.2861, -0.3995, 2.7699], [-5.9063, -0.0534, 2.1378], [-4.5442, 0.9934, 1.7271], [-6.6544, -1.2754, 0.3904], [0.2570, 2.5697, 0.5727], [-0.1612, 3.8432, -0.1873], [0.9933, 4.4798, -0.8225], [1.5615, 3.5616, -1.8142], [1.9269, 2.2041, -1.1738], [1.7044, 2.3384, 0.2905], [2.5069, 3.4544, 0.8492], [1.9990, 4.7630, 0.2011], [-0.3041, 1.6700, 0.2856], [0.1628, 2.6746, 1.6551], [-0.6223, 4.5656, 0.4879], [-0.8911, 3.6029, -0.9609], [2.4429, 4.0365, -2.2481], [0.8319, 3.4245, -2.6121], [2.9663, 1.9085, -1.3043], [1.3027, 1.3793, -1.5126], [3.5488, 3.2354, 0.6177], [2.3822, 3.4339, 1.9310], [2.8262, 5.3030, -0.2614], [1.5494, 5.4202, 0.9471]]
}

Entry 3:
{
  "formula": "C18H31ClF6N3O2P3",
  "method": "ωB97M-V with the def2-TZVPD basis set",
  "orbital_gap_ev": 5.22,
  "elements": ["C", "C", "C", "C", "C", "C", "C", "C", "C", "C", "C", "C", "O", "C", "N", "C", "P", "C", "C", "C", "C", "N", "N", "P", "O", "Cl", "H", "H", "H", "H", "H", "H", "H", "H", "H", "H", "H", "H", "H", "H", "H", "H", "H", "H", "H", "H", "H", "H", "H", "H", "H", "H", "H", "H", "H", "H", "H", "F", "P", "F", "F", "F", "F", "F"],
  "coordinates": [[7.0713, 1.9386, -0.1223], [6.7496, 0.3739, 0.1055], [5.1877, 0.1374, 0.2716], [4.6774, -0.9599, -0.7620], [3.2334, -1.5070, -0.3832], [2.1266, -1.0146, -1.4093], [0.7037, -1.5525, -0.9357], [-0.0517, -2.3849, -2.0601], [-1.0285, -1.3659, -2.8214], [-2.2988, -1.0146, -2.0006], [-2.9545, -2.1543, -1.2649], [-4.1615, -1.8491, -0.4875], [-4.8539, -2.8205, 0.2333], [-6.0394, -3.1477, -0.3723], [-7.1521, -3.2359, -0.6216], [-4.6158, -0.3958, -0.5325], [-6.1563, 0.0233, 0.4176], [-6.0381, -0.5099, 2.2130], [-4.5528, -0.8783, 2.6809], [-6.5407, 1.8511, 0.3684], [-6.4945, 2.4810, -1.0800], [-3.9767, 0.5726, -1.2156], [-2.9015, 0.2024, -1.8991], [-2.1106, 1.5332, -2.8465], [-2.3769, 2.8641, -1.8707], [-3.1731, 1.6648, -4.6376], [6.3258, 2.3033, -0.8857], [8.0970, 2.0326, -0.5684], [6.9983, 2.4974, 0.8449], [7.2887, -0.0296, 1.0028], [7.1699, -0.1603, -0.7981], [5.0029, -0.1755, 1.3387], [4.6806, 1.1293, 0.0960], [5.4149, -1.8038, -0.7487], [4.6634, -0.4592, -1.7683], [3.2791, -2.6320, -0.3714], [2.9623, -1.1911, 0.6634], [2.4098, -1.3731, -2.4378], [2.1617, 0.1133, -1.4594], [0.1025, -0.6275, -0.6856], [0.7884, -2.2150, -0.0375], [0.7297, -2.6606, -2.8259], [-0.5768, -3.2962, -1.6870], [-0.3897, -0.4988, -3.1091], [-1.3876, -1.9346, -3.7328], [-2.5764, -3.1970, -1.2989], [-6.4694, 0.2643, 2.9074], [-6.6847, -1.4245, 2.3489], [-4.4774, -0.5789, 3.7655], [-3.7661, -0.3618, 2.0785], [-4.3919, -1.9915, 2.6548], [-7.6054, 1.9543, 0.7354], [-5.9114, 2.4592, 1.0764], [-5.4322, 2.7974, -1.2908], [-7.1410, 3.3871, -1.1967], [-6.7347, 1.7136, -1.8716], [-1.5803, 3.4264, -1.9572], [5.3367, 1.6448, 3.1223], [6.3982, 1.9545, 4.3239], [7.0105, 0.4679, 4.0599], [5.3350, 1.2391, 5.3251], [6.1476, 3.3995, 3.6162], [7.9885, 2.2006, 4.0871], [6.5614, 2.7750, 5.7162]]
}

Entry 4:
{
  "formula": "C18H31ClN5ORhS3",
  "method": "ωB97M-V with the def2-TZVPD basis set",
  "orbital_gap_ev": [8.45, 6.79],
  "relative_energy_kj_mol": 26.1,
  "spin_multiplicity": 5,
  "charge": 2,
  "elements": ["Rh", "C", "S", "C", "O", "H", "H", "H", "H", "H", "H", "C", "N", "C", "C", "S", "N", "C", "C", "H", "H", "H", "H", "H", "H", "H", "H", "H", "H", "H", "H", "Cl", "C", "C", "C", "C", "C", "C", "C", "H", "H", "H", "H", "H", "H", "C", "C", "C", "N", "N", "C", "N", "S", "H", "H", "H", "H", "H", "H", "H"],
  "coordinates": [[0.0627, -0.7492, 0.7801], [-0.5926, -2.4486, 5.2295], [-1.0634, -2.4184, 3.5182], [-0.7562, -4.1512, 3.0880], [0.0888, -1.6680, 2.8543], [0.3978, -2.8607, 5.4454], [-1.3456, -3.0528, 5.7382], [-0.6165, -1.4342, 5.6688], [-1.3301, -4.7607, 3.7859], [0.2869, -4.3603, 3.2762], [-1.0652, -4.3690, 2.0643], [2.9254, 0.4424, -0.7530], [2.2713, -0.1717, -1.8758], [1.9960, 0.6476, -3.0696], [1.8943, -1.4812, -1.8726], [1.4893, -2.2363, -0.3249], [1.9497, -2.1912, -2.9791], [1.4639, -3.5826, -3.0571], [2.9243, -1.8968, -4.0283], [3.7735, 1.0227, -1.1515], [3.2105, -0.3155, -0.0215], [2.2587, 1.1736, -0.2902], [1.6266, 1.6015, -2.7030], [1.2105, 0.1624, -3.6588], [2.8847, 0.8138, -3.6675], [0.5738, -3.6277, -2.4277], [2.2124, -4.2734, -2.6768], [1.2574, -3.8078, -4.0967], [3.7809, -1.3917, -3.6182], [2.5194, -1.2587, -4.8257], [3.2647, -2.8610, -4.4289], [-1.5776, -0.7181, -2.8676], [-2.3987, 0.1246, -1.6074], [-2.9772, 1.3439, -1.8599], [-3.6619, 2.0435, -0.8573], [-3.6200, 1.5806, 0.4659], [-3.0339, 0.3718, 0.6999], [-2.5098, -0.4753, -0.3354], [-2.0759, -1.7859, -0.0625], [-2.9680, 1.6470, -2.9151], [-4.1486, 2.9684, -1.0862], [-4.0269, 2.1395, 1.2847], [-3.0532, -0.0321, 1.7112], [-1.8011, -2.3756, -0.9342], [-2.5713, -2.2812, 0.7719], [-1.2002, 5.4188, 0.4957], [-0.4121, 4.3928, -0.2970], [0.0737, 3.3140, 0.5867], [-0.2663, 2.0792, 0.4029], [0.2908, 1.2394, 1.3853], [0.9957, 1.8680, 2.2817], [1.5909, 1.2176, 3.2996], [1.0630, 3.5724, 2.0140], [-1.7140, 6.1529, -0.2389], [-0.5755, 6.0565, 1.1246], [-1.9136, 4.9764, 1.1543], [0.4033, 4.8900, -0.8281], [-1.0344, 3.8935, -1.0362], [1.3480, 0.2275, 3.4238], [2.2209, 1.6542, 3.9017]]
}

Entry 5:
{
  "formula": "C18H31N4O2Re",
  "method": "ωB97M-V with the def2-TZVPD basis set",
  "orbital_gap_ev": [6.56, 7.15],
  "relative_energy_kj_mol": 0.0,
  "spin_multiplicity": 2,
  "charge": 3,
  "elements": ["Re", "C", "C", "N", "C", "C", "N", "C", "C", "C", "N", "C", "C", "N", "C", "H", "H", "H", "H", "H", "H", "H", "H", "H", "H", "H", "H", "H", "H", "H", "H", "H", "H", "H", "H", "H", "H", "H", "H", "C", "C", "O", "C", "C", "C", "C", "C", "C", "O", "H", "H", "H", "H", "H", "H", "H"],
  "coordinates": [[0.2341, 0.1921, -0.0542], [2.8119, 0.0948, 2.2035], [1.4493, -0.1772, 2.8158], [0.2577, 0.4048, 2.0803], [-0.1193, 1.8206, 2.4384], [0.5345, 2.7973, 1.4978], [0.3653, 2.3455, 0.0630], [-0.7540, 3.0237, -0.7029], [-0.4713, 2.9087, -2.1906], [-0.5565, 1.5180, -2.7944], [0.3802, 0.5119, -2.1634], [1.8257, 0.6991, -2.5440], [2.6899, -0.1408, -1.6341], [2.3591, 0.2486, -0.2226], [3.0746, -0.5369, 0.8439], [3.5466, -0.3096, 2.9038], [3.0403, 1.1651, 2.1725], [1.4009, 0.1793, 3.8449], [1.2706, -1.2539, 2.8385], [-0.5368, -0.1497, 2.3970], [0.1664, 2.0308, 3.4700], [-1.2068, 1.8790, 2.3818], [1.6062, 2.8777, 1.6772], [0.1125, 3.7967, 1.6076], [1.2033, 2.6737, -0.4160], [-0.7586, 4.0690, -0.3941], [-1.6983, 2.5695, -0.4054], [0.4885, 3.3858, -2.4147], [-1.2030, 3.5240, -2.7201], [-0.3493, 1.5445, -3.8645], [-1.5579, 1.1034, -2.6649], [0.1119, -0.3934, -2.5588], [2.0626, 1.7601, -2.4413], [1.9676, 0.4429, -3.5944], [3.7501, 0.0148, -1.8384], [2.4789, -1.2069, -1.7312], [2.7098, 1.2006, -0.0980], [4.1387, -0.5355, 0.6065], [2.7181, -1.5654, 0.7850], [-4.0619, -0.5162, 0.1145], [-2.6208, -0.8738, 0.0687], [-1.7834, 0.0682, 0.0608], [-2.1539, -2.2581, 0.0410], [-3.0675, -3.2985, 0.0825], [-2.6315, -4.6348, 0.0629], [-1.2798, -4.9341, 0.0044], [-0.3399, -3.9092, -0.0393], [-0.7862, -2.5934, -0.0217], [0.1765, -1.6534, -0.0690], [-4.1669, 0.5642, 0.1230], [-4.5237, -0.9384, 1.0106], [-4.5834, -0.9367, -0.7482], [-4.1287, -3.0960, 0.1321], [-3.3613, -5.4323, 0.0938], [-0.9528, -5.9652, -0.0051], [0.7215, -4.1049, -0.0905]]
}

Entry 6:
{
  "formula": "C18H31N5O3S",
  "method": "ωB97M-V with the def2-TZVPD basis set",
  "orbital_gap_ev": 8.84,
  "relative_energy_kj_mol": 12.8,
  "smiles": "CCN1CCC[C@@H](ONC(=O)[C@H](CNC(=O)Cc2cnns2)C(C)(C)C)C1",
  "elements": ["C", "C", "N", "C", "C", "C", "C", "O", "N", "C", "O", "C", "C", "N", "C", "O", "C", "C", "C", "N", "N", "S", "C", "C", "C", "C", "C", "H", "H", "H", "H", "H", "H", "H", "H", "H", "H", "H", "H", "H", "H", "H", "H", "H", "H", "H", "H", "H", "H", "H", "H", "H", "H", "H", "H", "H", "H", "H"],
  "coordinates": [[2.6764, -1.0958, 1.7526], [2.2827, -2.5659, 1.7620], [1.2131, -2.9133, 0.8299], [0.8335, -4.3080, 1.0089], [-0.2320, -4.7327, 0.0088], [-1.4540, -3.8181, 0.0847], [-0.9834, -2.3927, -0.0831], [-2.1284, -1.5280, 0.0263], [-1.8071, -0.2629, -0.4252], [-1.5367, 0.7329, 0.4757], [-1.3404, 0.5257, 1.6549], [-1.3792, 2.0963, -0.1752], [0.0840, 2.5201, 0.0070], [0.9948, 1.7298, -0.8098], [1.0565, 1.9397, -2.1422], [0.3424, 2.7473, -2.7108], [2.0915, 1.1632, -2.9533], [2.8374, 0.0460, -2.2966], [4.1279, 0.0521, -1.8437], [4.5631, -1.1401, -1.3496], [3.6798, -2.0632, -1.3785], [2.2394, -1.5143, -2.0240], [-2.4035, 3.1280, 0.3672], [-2.0685, 3.5854, 1.7888], [-3.7949, 2.4884, 0.3565], [-2.4218, 4.3397, -0.5696], [0.0595, -2.0426, 0.9641], [3.6003, -0.9651, 2.3162], [2.8637, -0.7443, 0.7363], [1.9155, -0.4640, 2.2127], [3.1499, -3.1733, 1.4942], [1.9957, -2.8444, 2.7915], [1.7280, -4.9230, 0.8909], [0.4553, -4.4747, 2.0351], [0.1910, -4.6969, -0.9992], [-0.5209, -5.7668, 0.2028], [-2.1881, -4.0710, -0.6819], [-1.9416, -3.9164, 1.0594], [-0.5505, -2.2619, -1.0814], [-2.2577, -0.0351, -1.2987], [-1.5562, 2.0084, -1.2509], [0.2001, 3.5661, -0.2736], [0.3755, 2.3999, 1.0491], [1.5964, 1.0477, -0.3779], [1.5693, 0.8124, -3.8434], [2.8074, 1.9113, -3.2990], [4.8051, 0.8927, -1.8681], [-1.1195, 4.1246, 1.8234], [-2.8433, 4.2700, 2.1404], [-2.0115, 2.7409, 2.4741], [-4.0541, 2.1281, -0.6432], [-3.8576, 1.6512, 1.0543], [-4.5477, 3.2231, 0.6478], [-2.6819, 4.0459, -1.5884], [-3.1634, 5.0621, -0.2227], [-1.4582, 4.8487, -0.6073], [-0.4067, -2.1011, 1.9628], [0.3737, -1.0120, 0.8189]]
}

Entry 7:
{
  "formula": "C18H32CoGeN4O2PSSe",
  "method": "ωB97M-V with the def2-TZVPD basis set",
  "orbital_gap_ev": [7.24, 7.70],
  "relative_energy_kj_mol": 0.0,
  "spin_multiplicity": 2,
  "charge": 1,
  "elements": ["Co", "N", "C", "C", "C", "C", "C", "C", "S", "O", "O", "N", "C", "N", "C", "C", "C", "N", "H", "H", "H", "H", "H", "H", "H", "H", "H", "C", "P", "C", "C", "H", "H", "H", "H", "H", "H", "H", "H", "H", "C", "Ge", "C", "C", "C", "Se", "C", "H", "H", "H", "H", "H", "H", "H", "H", "H", "H", "H", "H", "H", "H"],
  "coordinates": [[0.8638, 0.1939, -0.4112], [-4.5949, -5.7690, -0.4993], [-3.6785, -4.8000, -0.7961], [-4.0832, -3.6068, -1.4195], [-3.1699, -2.6169, -1.6932], [-1.8348, -2.7968, -1.3380], [-1.4139, -3.9675, -0.7209], [-2.3290, -4.9632, -0.4529], [-0.7055, -1.5385, -1.7161], [-0.7891, -1.1787, -3.1015], [0.6231, -1.9267, -1.2045], [-1.0233, -0.2478, -0.7581], [-1.2403, 0.9732, -1.3750], [-0.2280, 1.8147, -1.0602], [-0.2697, 3.0537, -1.5588], [-1.3153, 3.4482, -2.3603], [-2.2942, 2.4961, -2.6379], [-2.2725, 1.2612, -2.1492], [-5.5007, -5.7305, -0.9309], [-4.2705, -6.6858, -0.2487], [-5.1235, -3.4718, -1.6875], [-3.4848, -1.7016, -2.1805], [-0.3701, -4.1002, -0.4694], [-2.0046, -5.8808, 0.0214], [0.5363, 3.7231, -1.2837], [-1.3763, 4.4499, -2.7574], [-3.1423, 2.7488, -3.2639], [2.9150, -0.0912, -2.9399], [2.9494, 0.6128, -1.2703], [3.4139, 2.3521, -1.5069], [4.3889, -0.1434, -0.4734], [3.8603, 0.0817, -3.4559], [2.1017, 0.3543, -3.5147], [2.7240, -1.1621, -2.8710], [4.3856, 2.4379, -1.9945], [3.4546, 2.8616, -0.5443], [2.6691, 2.8435, -2.1336], [5.2898, 0.0003, -1.0706], [4.2112, -1.2111, -0.3436], [4.5409, 0.3004, 0.5111], [0.4571, 2.9471, 4.7647], [0.4606, 2.1027, 3.0081], [1.3140, 3.2682, 1.6868], [-1.3552, 1.6307, 2.4724], [1.6390, 0.5156, 3.1193], [1.5554, -0.8402, 1.7222], [-0.1181, -1.7101, 2.1930], [-0.1139, 3.8753, 4.7326], [1.4696, 3.1818, 5.0936], [-0.0016, 2.2922, 5.5057], [0.7075, 4.1534, 1.4920], [1.4553, 2.7307, 0.7484], [2.2897, 3.5973, 2.0478], [-1.9276, 2.5449, 2.3065], [-1.8554, 1.0608, 3.2563], [-1.3755, 1.0455, 1.5540], [1.5295, -0.0290, 4.0574], [2.6726, 0.8674, 3.0858], [-0.9644, -1.0816, 1.9332], [-0.1021, -1.9346, 3.2569], [-0.1493, -2.6351, 1.6241]]
}